[1]
108
Properties=species:S:1:pos:R:3:forces:R:3 method="wB97M-V/def2-TZVPD" homo_lumo_gap_ha=0.41985 homo_ev=-11.095 lumo_energy_ev=0.329 smiles=CCCC#N.CCCC#N.CCCC#N.CCCC#N.CCCC#N.CCCC#N.CCCC#N.CCCC#N.CCCC#N spin_multiplicity=1
C 2.24822 26.74438 20.09998 -1.156 -0.340 -0.145
C 3.47786 27.44937 20.59694 0.797 0.397 -0.687
C 4.30159 26.63646 21.57796 0.447 0.408 -0.184
C 3.56743 26.30470 22.78158 -1.120 -1.602 2.323
N 3.01275 25.97717 23.75724 1.080 0.896 -2.081
H 2.43092 25.91977 19.41096 0.452 -0.066 0.086
H 1.56321 27.39328 19.55427 0.161 0.298 0.028
H 1.64651 26.32003 20.90371 0.063 0.041 0.228
H 3.29022 28.45627 20.96981 -0.259 -0.108 0.164
H 4.16758 27.56718 19.76116 -0.081 0.340 -0.248
H 5.20013 27.16440 21.89736 -0.031 0.318 -0.021
H 4.70364 25.79888 21.00793 -0.349 -0.604 0.542
C 4.89189 18.41327 20.30189 -0.291 0.324 0.679
C 4.68165 18.62399 21.80830 0.023 -0.881 -0.250
C 3.85354 19.82729 22.23671 0.171 0.747 -0.203
C 2.69945 20.24988 21.46662 -1.917 -0.130 -1.594
N 1.78899 20.60001 20.83415 1.346 -0.474 0.977
H 5.36789 17.45902 20.07620 0.108 0.046 0.222
H 5.51228 19.21566 19.90265 -0.281 0.014 -0.357
H 3.89067 18.37170 19.87301 0.173 0.280 -0.501
H 5.63089 18.76203 22.32599 0.077 -0.266 0.006
H 4.22082 17.71067 22.18461 -0.010 0.006 0.238
H 4.49257 20.70263 22.12052 0.234 0.159 0.644
H 3.49958 19.70829 23.26076 0.366 0.198 0.129
C 7.19787 23.39547 5.31366 0.178 0.823 -0.963
C 6.06576 22.39450 5.35883 0.250 -0.386 1.350
C 6.01899 21.73749 6.77834 -0.827 -0.914 -0.534
C 7.12131 20.82397 7.05344 2.943 -1.328 0.203
N 8.06201 20.14825 7.23983 -2.399 1.535 -0.406
H 7.01111 24.08190 4.48780 0.196 0.040 -0.190
H 8.16960 22.93791 5.12798 -0.076 -0.179 0.083
H 7.31452 24.04845 6.17859 -0.319 -0.275 0.287
H 6.19455 21.62655 4.59609 0.231 -0.162 0.151
H 5.08639 22.81036 5.12216 0.063 0.354 0.353
H 5.14156 21.09340 6.83640 -0.296 0.050 0.017
H 5.93808 22.40505 7.63619 0.056 0.443 -0.335
C 9.87580 11.64861 7.99386 -1.341 1.008 -0.093
C 9.42719 12.91490 8.77960 1.747 -0.362 1.141
C 7.93639 13.17930 8.85177 -0.333 -0.251 -0.817
C 7.21383 12.04876 9.45697 -0.213 0.107 -0.415
N 6.59645 11.16461 9.85204 0.175 0.052 0.132
H 9.51500 11.80425 6.97714 0.188 -0.200 -0.285
H 9.34292 10.77118 8.36029 0.357 -0.142 0.141
H 10.95789 11.52215 7.95917 -0.171 -0.030 0.253
H 10.03172 13.75593 8.44001 -0.573 0.321 -0.477
H 9.78879 12.84273 9.80534 -0.006 -0.328 0.259
H 7.59035 13.30374 7.82568 -0.375 -0.215 -0.111
H 7.59581 14.08937 9.34561 0.550 0.050 0.273
C 13.63198 24.89390 11.25311 0.320 -0.576 -0.990
C 12.93552 24.38711 9.95442 -0.966 0.437 1.460
C 13.79043 24.24452 8.73891 0.589 0.914 -0.485
C 14.98769 23.45523 8.90130 1.070 -1.591 0.181
N 15.89617 22.75122 9.02959 -0.707 0.788 -0.082
H 12.96386 24.98635 12.10935 -0.105 -0.122 -0.218
H 14.15605 25.84102 11.12505 -0.143 0.120 -0.182
H 14.40332 24.15564 11.47242 0.050 0.010 0.376
H 12.15650 25.08076 9.63807 -0.218 0.048 0.248
H 12.43461 23.44610 10.18184 0.012 -0.082 0.003
H 14.14106 25.24659 8.49191 0.005 0.150 -0.321
H 13.20873 23.88283 7.89102 0.093 -0.102 0.007
C 14.83166 13.06212 11.98133 -0.493 0.136 0.749
C 15.53381 13.91026 10.95300 -0.101 -0.042 -0.293
C 16.35366 15.07709 11.53665 -0.565 0.070 0.411
C 15.56021 16.11301 12.27887 0.572 -0.842 -0.954
N 14.98806 16.95447 12.80516 -0.198 0.093 0.216
H 14.07196 13.64968 12.49681 -0.023 0.061 0.158
H 15.52693 12.70100 12.73915 0.082 -0.032 0.031
H 14.30730 12.19256 11.58506 0.175 0.054 -0.307
H 14.81757 14.30263 10.23109 -0.062 0.066 -0.011
H 16.18829 13.24543 10.38931 0.339 0.278 -0.092
H 16.88422 15.56984 10.72191 0.074 0.136 0.183
H 17.07286 14.68571 12.25615 0.186 0.024 -0.086
C 4.00697 30.73419 11.32210 0.478 0.042 0.055
C 3.69672 29.97205 12.60796 -0.114 0.553 -0.700
C 4.90671 29.15438 13.17334 -1.563 0.850 0.584
C 5.29055 28.02910 12.35780 0.060 0.310 -0.159
N 5.56390 27.09831 11.75530 0.203 -0.561 -0.473
H 4.75394 31.51450 11.46784 0.122 0.023 0.182
H 3.10158 31.24706 10.99752 0.038 -0.192 -0.307
H 4.41057 30.07314 10.55517 -0.290 0.005 -0.206
H 2.78638 29.41636 12.38306 0.369 -0.868 0.220
H 3.29563 30.74155 13.26757 0.601 -0.204 0.784
H 4.61671 28.70578 14.12348 -0.002 0.144 0.213
H 5.73844 29.82768 13.38071 0.104 -0.112 -0.203
C 11.69828 20.10892 20.71753 0.954 -0.500 -0.678
C 12.41633 20.01887 22.06301 -0.304 0.500 0.507
C 11.42985 20.13360 23.19955 -0.763 -0.451 0.785
C 10.67211 21.39924 23.24606 -2.381 4.240 0.229
N 10.07446 22.43355 23.32015 2.635 -4.591 -0.385
H 11.27831 19.16453 20.37135 -0.148 -0.332 0.587
H 12.45596 20.26957 19.95057 -0.161 0.605 -0.176
H 10.87530 20.82071 20.65300 0.386 0.334 0.167
H 13.12549 20.80450 22.32371 0.221 0.320 -1.002
H 12.99169 19.10211 22.19188 -0.224 -0.181 -0.199
H 11.92436 20.03658 24.16607 0.069 0.001 0.064
H 10.72284 19.30615 23.14000 -0.289 0.054 0.095
C 6.97903 19.84345 13.34155 -0.082 -0.539 -0.955
C 8.40472 19.86390 13.88010 -0.108 0.193 1.554
C 8.73607 21.21070 14.55553 0.397 0.028 -0.663
C 7.75881 21.70048 15.50350 -2.537 0.642 2.225
N 6.95122 22.04538 16.28132 2.041 -0.769 -1.922
H 6.84721 20.49580 12.47833 0.255 -0.068 -0.241
H 6.14546 20.13075 13.98243 0.575 0.100 0.743
H 6.73918 18.82273 13.04374 -0.012 0.014 -0.301
H 9.22670 19.65880 13.19426 -0.480 0.199 -0.657
H 8.55047 19.06508 14.60726 -0.330 -0.031 0.286
H 8.79502 21.92950 13.73825 0.144 0.335 0.125
H 9.69242 21.20352 15.07845 0.145 -0.104 -0.189

=====

[2]
150
Properties=species:S:1:pos:R:3:forces:R:3 method="wB97M-V/def2-TZVPD" homo_lumo_gap_ha="0.19324 / 0.06940" homo_ev="-9.149 / -9.149" lumo_energy_ev="-3.890 / -7.260" spin_multiplicity=2
C 3.96608 2.66306 -7.18846 1.293 0.355 0.043
N 2.80344 2.35455 -6.39818 -1.769 -0.170 -0.481
C 1.59808 2.45513 -7.02921 -0.634 -0.376 1.105
C 0.38970 2.22158 -6.35087 2.386 -0.460 0.983
C 0.52893 1.68567 -5.01335 0.688 0.294 -0.500
C 1.82072 1.49617 -4.43177 -1.704 0.929 -0.959
C 2.91786 1.93922 -5.14014 0.092 -0.259 0.454
C -0.66145 1.29788 -4.19965 -0.207 -0.094 -0.112
C -0.81494 0.00640 -3.73647 -1.064 -0.582 2.505
C -1.90363 -0.28933 -2.83881 0.654 1.596 -1.798
N -2.93841 0.61393 -2.67236 1.912 -1.375 -0.683
C -2.80832 1.86612 -3.18064 0.507 -0.932 0.254
C -1.62191 2.21427 -3.84817 -1.339 0.854 -0.365
C -4.11741 0.12685 -1.85749 1.069 0.475 0.047
H 4.01381 3.73215 -7.39548 -0.140 -0.077 -0.131
H 3.95051 2.08114 -8.10999 0.109 0.080 0.104
H 4.83379 2.41932 -6.57545 0.079 -0.089 -0.350
H 1.68871 2.66932 -8.08387 -0.330 0.307 0.020
H -0.52625 2.43469 -6.88194 -0.209 -0.296 0.283
H 1.97829 1.10885 -3.43600 -0.126 0.109 0.056
H 3.90595 1.92138 -4.70452 0.045 -0.116 0.093
H 0.03150 -0.65312 -3.85881 -0.239 -0.587 0.059
H -1.97287 -1.18803 -2.24388 -0.165 -0.152 -0.422
H -3.66024 2.50056 -2.98538 0.001 0.449 0.015
H -1.48034 3.22074 -4.21336 -0.334 0.250 0.275
H -4.07677 -0.95884 -1.76951 -0.120 0.120 -0.452
H -5.01852 0.50397 -2.34110 0.031 0.041 0.666
H -3.86744 0.48977 -0.86055 -1.023 0.333 0.035
C 3.60683 -4.10662 -1.06903 -0.097 -0.834 0.017
N 2.53913 -3.21076 -0.50610 1.054 -0.653 1.315
C 1.41255 -3.02272 -1.19646 -1.654 1.386 0.629
C 0.40530 -2.19645 -0.66572 1.705 0.071 0.837
C 0.66973 -1.51320 0.55547 0.725 -1.340 -2.635
C 1.86837 -1.69429 1.20962 -0.411 -0.712 0.502
C 2.73932 -2.66363 0.73977 -0.025 0.548 -1.567
C -0.27284 -0.49722 0.89862 -0.512 1.793 0.175
C -0.85469 -0.53046 2.17144 -0.092 1.006 0.085
C -1.80596 0.48200 2.54267 0.129 0.792 -0.408
N -2.03906 1.53195 1.72732 -0.810 -0.293 0.045
C -1.45914 1.61319 0.50816 0.865 -0.401 0.856
C -0.53085 0.60717 0.06421 -0.843 -0.394 1.012
C -3.07637 2.56591 2.07934 -0.291 -0.183 1.670
H 4.60335 -3.91240 -0.67237 -0.185 0.788 -0.084
H 3.51134 -4.11193 -2.15483 0.216 0.292 0.227
H 3.44877 -5.14020 -0.76111 -0.538 -0.012 0.147
H 1.27060 -3.43013 -2.18654 0.520 -0.455 0.091
H -0.50244 -1.92414 -1.18364 0.118 -0.556 -0.192
H 2.11952 -1.16346 2.11601 0.197 -0.040 0.253
H 3.66779 -2.84749 1.25991 0.429 -0.378 -0.033
H -0.50699 -1.17310 2.96675 0.090 -0.444 0.078
H -2.23592 0.45066 3.53290 -0.377 0.320 0.082
H -1.67777 2.54904 0.01541 -0.032 0.025 -0.574
H -0.05287 0.74602 -0.89426 0.303 -0.008 0.089
H -3.41075 2.25735 3.06983 -0.238 -0.016 -0.139
H -3.92338 2.60597 1.39445 0.406 -0.310 -0.228
H -2.65302 3.55786 2.23720 0.526 -0.184 -0.564
C 2.60207 -1.20709 -6.58034 -0.539 -0.611 -0.415
C 2.61237 -2.78919 -6.36984 0.897 1.639 0.656
C 3.02356 -3.58877 -7.61818 1.216 -0.092 -0.911
O 3.61320 -4.84868 -7.36066 -0.039 1.203 -0.100
C 2.69241 -5.88702 -7.09560 -0.348 -0.079 -0.208
N 3.69082 -3.05019 -5.29434 -0.379 -0.162 -1.179
H 3.83100 -4.02717 -5.07994 -0.101 -1.248 0.088
H 4.57945 -2.74477 -5.66468 0.444 0.105 -0.254
H 3.58727 -2.57035 -4.41165 -0.624 0.631 0.527
H 3.57690 -0.77496 -6.80630 0.276 -0.453 -0.207
H 2.22790 -0.57130 -5.77792 0.023 -0.895 0.581
H 1.92694 -0.92934 -7.38976 0.106 -0.385 -0.441
H 1.63630 -3.11061 -6.00641 0.272 -0.117 0.329
H 3.78132 -3.09254 -8.22453 0.623 0.633 0.665
H 2.27543 -3.57966 -8.41085 -1.033 -0.546 0.506
H 2.09530 -5.60602 -6.22808 -0.088 -0.524 0.160
H 3.26249 -6.80296 -6.94016 -0.194 0.267 0.281
H 2.04698 -6.01026 -7.96527 -0.213 -0.095 -0.099
C 2.06768 3.47774 5.03178 0.567 0.272 -1.023
C 1.20725 3.76743 3.79862 -0.799 -0.151 0.162
C -0.15689 4.45001 4.19137 0.676 0.190 -0.717
O -0.77376 4.97199 3.00488 -0.054 0.524 -0.219
C -1.56147 6.15277 3.22527 -0.183 0.037 1.435
N 1.88935 4.65898 2.71148 -1.771 0.300 1.735
H 1.87909 5.57892 3.12826 0.788 0.525 0.067
H 2.77014 4.43581 2.27045 0.411 -0.508 0.203
H 1.19221 4.76369 1.98820 -0.427 -0.280 -0.912
H 2.28526 4.36313 5.62913 -0.416 0.168 0.059
H 3.04029 3.13341 4.68026 -0.050 -0.443 0.146
H 1.61835 2.69271 5.63999 -0.021 0.065 -0.112
H 0.96495 2.85277 3.25752 0.253 -0.110 0.111
H 0.01502 5.24064 4.92174 0.209 0.334 -0.048
H -0.81025 3.73934 4.69750 0.169 -0.354 -0.090
H -2.42372 5.93463 3.85537 -0.391 -0.411 -0.236
H -1.91005 6.69919 2.34890 0.414 -0.716 -0.391
H -1.04120 6.86160 3.86947 0.595 0.173 -0.198
C -4.13141 -2.19868 5.23971 -0.452 -0.728 0.411
C -5.21904 -1.50504 6.10477 0.102 0.244 -0.426
C -4.90301 -1.32946 7.62877 -0.184 0.344 -0.108
O -5.78183 -0.38052 8.28329 1.631 -1.058 -4.482
C -5.77709 -0.42249 9.62089 -2.435 -0.492 3.020
N -5.52727 -0.22569 5.37777 -0.344 0.847 0.863
H -6.25059 0.31391 5.83136 -0.067 0.278 1.017
H -4.70504 0.35916 5.33320 0.677 0.618 -0.362
H -5.96243 -0.35601 4.47569 0.595 -0.720 -1.058
H -4.51814 -2.47788 4.25962 -0.208 0.380 -0.009
H -3.83705 -3.16297 5.65395 -0.001 0.106 0.417
H -3.21343 -1.62617 5.10686 -0.196 0.290 0.322
H -6.20241 -1.95685 5.97459 0.272 -0.889 0.472
H -3.87737 -1.06568 7.88680 0.124 0.105 -0.640
H -5.06947 -2.32963 8.02884 -0.189 -0.150 0.209
H -5.84133 -1.40634 10.08566 0.417 -0.752 -0.468
H -6.81518 -0.11204 9.73959 0.102 0.823 1.416
H -5.06659 0.10724 10.25545 0.338 0.633 -0.743
B -2.31628 1.42957 6.19250 2.251 0.053 2.083
F -2.62211 2.24452 7.23418 0.215 1.905 0.687
F -1.02639 1.58218 5.63031 -0.074 0.592 -0.352
F -2.42740 0.18685 6.68660 0.064 -3.256 0.590
F -3.24344 1.54961 5.24036 -2.681 0.682 -3.589
B 1.39490 3.66635 -0.46124 1.110 0.666 -1.993
F 0.95073 3.85292 -1.79581 -0.064 -0.689 -0.369
F 0.37401 3.85814 0.37011 -3.883 -0.471 2.403
F 1.94909 2.43193 -0.25426 0.297 -0.986 -0.158
F 2.22082 4.70701 -0.13495 2.129 1.043 0.115
B 6.09317 -3.94476 2.05147 -0.463 -0.504 0.719
F 5.43966 -3.71009 3.24093 -0.622 0.332 0.875
F 5.45343 -5.02488 1.43531 -0.753 -0.682 -0.960
F 6.02658 -2.83369 1.24903 -0.798 1.552 -1.443
F 7.38971 -4.23032 2.25006 2.223 -0.682 0.424
B 2.64468 -0.60530 4.66480 1.800 -0.173 0.331
F 3.05500 -0.67735 5.95138 -0.641 -0.465 2.123
F 3.28046 -1.58956 3.95706 0.079 -1.157 -1.365
F 1.26410 -0.75880 4.46505 -1.265 0.450 -0.364
F 3.15900 0.61444 4.24382 -0.702 1.700 -1.364
B 3.54328 -0.61663 -2.47519 3.727 0.299 2.128
F 2.74270 -0.42481 -1.41101 -1.741 0.295 1.100
F 4.04298 0.62999 -2.88504 0.289 0.485 -0.487
F 4.60440 -1.48561 -2.09377 -0.504 0.376 -0.592
F 2.90852 -1.17095 -3.52313 -2.054 -1.307 -2.437
B 3.41599 -6.47752 -3.87040 0.258 -2.542 3.058
F 2.41318 -5.51936 -3.74300 -0.893 1.217 -0.371
F 3.12091 -7.48763 -4.70984 -0.817 -0.720 -2.094
F 4.59128 -5.87185 -4.20239 1.120 1.430 -0.644
F 3.54204 -7.18436 -2.60755 0.066 1.309 -0.103
B -5.02246 -1.29051 1.78531 -0.784 -1.279 -0.099
F -3.91296 -2.11838 1.84432 0.647 -1.559 -0.043
F -4.58098 -0.15393 2.31326 1.646 4.349 1.544
F -5.42526 -1.11087 0.50612 -0.310 0.052 -2.006
F -6.12441 -1.62616 2.56347 -0.567 -1.106 0.744
B -5.08371 3.91891 -0.82134 -2.067 1.333 0.511
F -5.15999 5.04220 -1.61195 -0.284 0.405 -0.936
F -5.83947 4.15114 0.34689 0.203 -0.471 0.019
F -5.48487 2.75775 -1.46056 -0.728 -1.020 -0.935
F -3.78571 3.71881 -0.52636 3.476 -0.654 1.013